A 12-piece molecular cluster, C36H76N4O24 overall. Source: the OMol25 dataset; level of theory: ωB97M-V with the def2-TZVPD basis set.

Positions of all 140 atoms, in Å:
C1 -1.74 2.21 4.99
N1 -0.86 3.11 4.17
O1 -1.41 4.07 3.63
O2 0.33 2.83 3.97
H1 -2.04 2.70 5.92
H2 -1.10 1.34 5.13
H3 -2.63 2.01 4.40
C2 1.43 5.10 2.73
N2 2.24 6.29 2.31
O3 1.91 7.34 2.80
O4 3.20 6.18 1.64
H4 1.81 4.34 2.05
H5 0.55 5.59 2.30
H6 1.33 4.90 3.79
C3 4.02 5.22 -2.20
N3 2.62 4.83 -1.66
O5 1.64 5.06 -2.40
O6 2.53 4.32 -0.54
H7 4.39 4.23 -2.44
H8 4.57 5.73 -1.41
H9 4.06 5.73 -3.16
C4 -4.48 2.44 -4.16
N4 -4.89 2.53 -2.71
O7 -4.15 1.95 -1.92
O8 -5.91 3.18 -2.56
H10 -4.89 1.56 -4.66
H11 -3.41 2.26 -4.25
H12 -4.70 3.26 -4.85
O9 2.38 3.03 -5.64
C5 2.75 1.98 -5.10
O10 3.89 1.41 -5.31
C6 4.81 1.90 -6.15
C7 4.90 0.91 -7.31
C8 1.94 1.34 -4.06
H13 5.76 1.96 -5.64
H14 4.55 2.87 -6.57
H15 5.52 0.03 -7.12
H16 5.38 1.29 -8.21
H17 3.99 0.55 -7.77
H18 2.03 0.27 -4.23
H19 0.94 1.76 -4.08
H20 2.38 1.67 -3.12
O11 6.06 2.84 -3.27
C9 6.89 2.15 -2.71
O12 6.72 1.26 -1.72
C10 5.39 1.29 -1.07
C11 4.53 0.02 -1.31
C12 8.23 1.93 -3.40
H21 4.92 2.21 -1.43
H22 5.48 1.35 0.01
H23 5.22 -0.82 -1.21
H24 4.12 0.15 -2.31
H25 3.70 0.01 -0.61
H26 8.14 1.21 -4.22
H27 8.91 1.35 -2.77
H28 8.82 2.84 -3.48
O13 -4.39 -2.23 5.21
C13 -3.90 -2.40 4.11
O14 -4.37 -3.24 3.24
C14 -5.55 -4.00 3.40
C15 -5.24 -5.33 4.15
C16 -2.64 -1.64 3.66
H29 -5.86 -4.17 2.37
H30 -6.23 -3.35 3.94
H31 -4.57 -5.83 3.45
H32 -6.11 -5.95 4.36
H33 -4.73 -5.02 5.06
H34 -1.87 -2.27 3.22
H35 -2.13 -1.11 4.47
H36 -2.95 -0.96 2.87
O15 5.68 0.10 5.65
C17 4.65 -0.56 5.74
O16 4.33 -1.53 6.67
C18 5.27 -1.90 7.67
C19 6.18 -3.03 7.26
C20 3.47 -0.22 4.84
H37 4.71 -2.14 8.58
H38 5.92 -1.06 7.94
H39 6.74 -2.72 6.39
H40 5.66 -3.93 6.95
H41 6.84 -3.29 8.09
H42 2.59 -0.68 5.30
H43 3.53 -0.65 3.85
H44 3.28 0.85 4.76
O17 0.54 -0.49 1.30
C21 0.61 0.68 0.99
O18 -0.32 1.33 0.32
C22 -1.47 0.63 -0.10
C23 -1.26 -0.08 -1.47
C24 1.73 1.59 1.29
H45 -2.25 1.39 -0.11
H46 -1.83 -0.06 0.66
H47 -0.88 0.54 -2.28
H48 -2.19 -0.46 -1.88
H49 -0.52 -0.87 -1.32
H50 1.46 2.64 1.18
H51 2.40 1.18 0.53
H52 2.26 1.37 2.22
O19 -0.48 -4.06 -7.31
C25 -1.55 -4.15 -6.70
O20 -1.72 -4.05 -5.36
C26 -0.55 -3.88 -4.56
C27 -1.04 -3.45 -3.17
C28 -2.88 -4.31 -7.45
H53 -0.06 -3.04 -5.05
H54 0.16 -4.71 -4.57
H55 -1.71 -4.13 -2.64
H56 -1.71 -2.59 -3.22
H57 -0.20 -3.06 -2.59
H58 -3.62 -4.55 -6.69
H59 -2.70 -5.04 -8.23
H60 -3.27 -3.42 -7.95
O21 -4.47 -4.31 -0.13
C29 -3.38 -4.28 0.52
O22 -2.80 -5.33 1.16
C30 -3.29 -6.69 0.95
C31 -2.25 -7.18 -0.05
C32 -2.63 -2.96 0.51
H61 -4.30 -6.76 0.55
H62 -3.17 -7.20 1.90
H63 -2.19 -6.43 -0.83
H64 -2.40 -8.21 -0.39
H65 -1.29 -7.15 0.45
H66 -3.14 -2.05 0.84
H67 -2.36 -2.65 -0.50
H68 -1.66 -3.01 1.00
O23 -4.51 0.98 1.42
C33 -5.61 1.43 1.73
O24 -5.94 2.73 1.63
C34 -4.99 3.67 1.06
C35 -5.17 5.02 1.71
C36 -6.70 0.56 2.25
H69 -4.95 3.59 -0.03
H70 -3.98 3.34 1.34
H71 -5.42 4.96 2.77
H72 -6.06 5.46 1.26
H73 -4.43 5.82 1.61
H74 -7.41 0.27 1.48
H75 -7.36 0.97 3.01
H76 -6.23 -0.37 2.58

Its charge is +1. As for the LUMO energy (spin up / spin down): -4.129 / -9.392 eV. As for the expectation value of S²: 0.755. The orbital gap (spin up / spin down) comes out at 7.31 / 2.05 eV. Its multiplicity is 2.

These are the Löwdin partial charges, in e, on atoms 1 to 8:
1 C 0.069
2 N -0.391
3 O 0.061
4 O 0.023
5 H 0.107
6 H 0.093
7 H 0.099
8 C 0.046